w) 19
Properties=species:S:1:pos:R:3 method="wB97M-V/def2-TZVPD" total_charge=0 orbital_gap_ha=0.3227 homo_energy_ev=-8.919
C -0.787 -0.724 -0.955
C 0.334 -0.016 -1.279
C 1.882 2.041 -1.105
C -2.324 -0.956 1.161
C -1.525 -0.773 0.257
C 1.113 0.997 -0.595
C 2.456 -2.463 -0.133
N 2.379 2.689 -0.050
N 2.141 2.099 1.033
N 1.117 -0.041 1.658
N 1.362 1.024 0.741
O 1.545 -2.996 -0.514
O 3.389 -1.962 0.241
H -1.120 -1.407 -1.615
H 0.747 -0.304 -2.243
H 1.796 2.526 -2.037
H -3.151 -0.955 1.783
H 2.026 -0.238 2.090
H 0.361 -0.001 2.241


x) 19
Properties=species:S:1:pos:R:3 method="wB97M-V/def2-TZVPD" total_charge=0 orbital_gap_ha="0.2233 / 0.2233" homo_energy_ev="-7.723 / -7.723"
C 1.066 -2.084 -0.442
C 2.174 -1.266 -0.889
C -0.041 -1.499 0.123
C 2.140 0.066 -0.612
C -0.207 -0.118 0.191
C 1.052 0.782 -0.035
C -1.327 0.352 0.857
N -2.037 1.508 0.562
N -1.057 2.765 -1.047
N -1.859 2.199 -0.459
N -1.948 -0.401 1.788
O -0.800 3.429 -2.035
O 1.172 1.971 0.290
H 0.924 -3.110 -0.729
H 3.212 -1.638 -1.260
H -0.905 -2.155 0.505
H 2.980 0.649 -0.859
H -1.585 -1.233 2.003
H -2.956 -0.218 2.049


Most stable structure among those shown: w).